Record 1
The following is a DFT calculation (wB97M-V/def2-TZVPD) of a structure of composition C28H11Br2Cl28F11O5 in a non-equilibrium geometry.

Values from the calculation:
- HOMO level (eV) = -9.40
- net charge = 0

```
85
C28H11Br2Cl28F11O5 (wB97M-V/def2-TZVPD)
H -2.3131 2.9450 -4.3444
Cl 6.1690 -4.4672 -0.8348
C 3.8274 1.0428 5.5404
H -1.1752 1.6779 -5.1907
H -3.0677 1.3578 -5.0413
Cl 7.0907 -3.9510 -3.5458
O -0.6856 2.9996 0.3409
Cl 11.9331 -6.0238 -3.0373
H -2.7861 -2.1638 -0.5345
F 2.6520 1.9568 5.3534
C 1.8322 -0.4699 3.4906
Cl -8.1134 2.6676 -0.4222
Cl 4.1979 0.9077 -5.5374
Cl -5.2279 6.7804 -1.6584
C -2.1101 1.7783 -4.4945
C -5.4959 -3.0274 -2.5330
Cl -2.7715 7.1283 -0.1382
Cl -9.8360 -0.6485 -0.9141
H -2.0471 -4.1585 -2.9966
F 3.6580 -2.1600 4.0741
C 0.8940 1.4204 1.7231
F -4.2992 -4.6552 -0.9161
C -4.2132 -4.0171 -2.2814
F 4.7851 1.4374 3.1595
Cl -6.1849 2.3162 1.7279
H -1.8009 -3.7830 -0.4242
Cl -11.0768 1.0416 1.1032
Cl -5.2632 2.8325 -0.9831
Cl 1.2248 4.9024 4.0697
C 0.9317 -0.0110 2.2001
O 2.7114 0.4021 7.7457
H 0.2758 -2.7616 -1.3983
O -0.5086 -2.1788 1.9176
F -4.3697 -5.1536 -3.2645
C -3.4520 6.6460 -1.7127
F 3.8534 -0.9063 2.0563
C 11.2197 -4.7010 -2.0803
F -6.7062 -3.8858 -2.7942
Br -3.5163 0.2138 -2.1793
C -0.3475 -0.7724 -0.2945
F -5.7864 -2.2857 -1.2760
C -0.6368 1.2200 -2.2365
H 3.4218 4.6294 2.7219
Br 0.9088 2.1624 -3.1681
C -11.3247 0.2172 -0.4567
O 4.1609 -1.3571 6.9080
Cl 5.6860 -1.2649 -4.3001
C 3.5506 -0.0254 6.7626
C -0.3598 0.6551 -0.7228
Cl -1.0853 6.6010 4.5634
C 5.8461 -4.7621 -2.5621
Cl -11.7199 1.4216 -1.7088
Cl 5.9393 1.4440 -3.2690
Cl 9.5960 -4.3221 -2.7087
C -1.9196 1.1369 -2.9937
Cl -6.4694 0.2691 -0.3201
C 1.7656 2.6495 2.3917
C -0.0770 1.8031 0.4500
Cl 12.2549 -3.2559 -2.2001
H -2.8473 -2.4585 -3.3137
C -0.0100 -1.0739 1.3158
Cl 5.8844 -6.5144 -2.8828
F -5.3687 -2.1437 -3.7273
C -6.5077 2.0214 0.0006
Cl 3.4624 -0.0334 -2.8842
C -0.6179 -1.9761 -1.4053
Cl -1.0987 3.8316 5.4555
C -2.7447 -3.3294 -2.5262
C 3.4378 -0.7949 3.5043
Cl 0.6143 5.7774 6.7767
F 5.6863 -0.3030 4.5178
C 4.8214 0.2634 -3.9976
Cl -12.6660 -0.9461 -0.3071
Cl -2.9945 4.9606 -2.0663
H 4.4095 -1.4659 7.8922
O 1.1712 -0.6397 4.6676
Cl 4.2405 -4.1159 -2.9849
C 4.3845 0.3725 4.1537
H -0.6611 -1.5574 -2.5111
Cl 11.0944 -5.2022 -0.3751
C 2.6365 3.7299 2.7259
C -2.0000 -2.8336 -1.1191
C -0.0863 5.2781 5.2163
Cl -2.8142 7.7145 -2.9878
F 4.9350 1.9438 6.0363
```

Record 2
The following is a DFT calculation (wB97M-V/def2-TZVPD) of a structure of composition C11H16BrCuNO4 in a non-equilibrium geometry.

Values from the calculation:
- HOMO level (alpha / beta) (eV) = -9.37 / -9.29
- spin multiplicity = 2
- <S²> = 0.755
- ΔE to the lowest compared entry with this formula, charge and spin (kJ/mol) = 0.00
- net charge = 0

```
34
C11H16BrCuNO4 (wB97M-V/def2-TZVPD)
C -0.7259 0.2069 2.5979
C -1.1614 -0.1078 3.8758
H -2.6582 1.0595 -1.5214
C -1.9012 -1.5113 1.6506
O 0.6331 0.5362 -1.4183
H -0.7244 2.2344 -2.0898
Cu -0.6375 -0.2163 -0.4288
H -2.3375 -1.4972 4.9971
H -2.1270 3.3047 -1.7850
H -0.8483 0.4884 4.7194
O -1.7030 -1.7340 -0.6969
O -2.1643 1.4709 -0.8009
H 2.7250 1.8713 -0.5206
H 3.3820 -1.2285 -0.6810
C -1.9964 -1.2071 4.0154
C 1.9500 0.1501 -1.5763
H 1.4880 -1.3916 -3.0209
C 2.1056 -0.4988 -2.9707
C 2.8297 1.4134 -1.5018
H 3.1458 -0.7603 -3.1349
C -2.2972 -2.1917 0.3303
C 2.3792 -0.8554 -0.4973
O -3.1263 -3.0752 0.3559
H 1.6775 -1.6907 -0.4943
C -2.3846 -1.9114 2.8863
C -1.4456 2.5749 -1.3481
H 3.8734 1.1672 -1.6744
H 2.3507 -0.3792 0.4820
H -3.0475 -2.7606 2.9259
H 1.7744 0.1868 -3.7442
H 2.4997 2.1353 -2.2419
N -1.0704 -0.4784 1.5221
H -0.8966 3.0313 -0.5288
Br 0.4400 1.6645 2.3169
```

Record 3
The following is a DFT calculation (wB97M-V/def2-TZVPD) of a structure of composition C39H53N5P2Sn in a non-equilibrium geometry.

Values from the calculation:
- HOMO level (alpha / beta) (eV) = -11.36 / -11.36
- net charge = +2

```
100
C39H53N5P2Sn (wB97M-V/def2-TZVPD)
C 2.8017 6.0912 0.3259
H 2.3626 7.2291 -1.4959
H 0.6277 -4.2509 0.4355
C -1.4408 -0.9678 -1.3261
C 3.4748 2.1300 -0.0629
H -1.7210 -8.0381 -3.0431
C -0.9037 9.2985 -1.2638
C 4.3666 5.2684 4.3203
H 5.3100 4.8501 -0.1106
H 0.0191 3.2436 -2.7866
H -0.6603 -4.4293 3.6958
C -2.6702 -6.8060 1.4879
H -0.4530 -6.7824 -2.7928
C 0.1387 8.4417 -1.5150
C 0.9307 6.1275 -4.0343
H 3.8842 6.2428 0.4094
H -2.2664 -9.3682 -0.7200
H 1.0246 -0.1423 0.9541
H 2.1306 -3.3699 -1.6079
P 2.4245 4.4077 1.0010
N -0.2454 7.1595 -1.1178
H -4.4175 -3.8656 3.7469
N 0.5154 5.3241 -2.9783
C -2.0431 -5.7345 0.7902
C 0.9974 5.3487 -5.1665
H 1.1241 7.1780 -3.8840
P 0.5616 5.6326 -1.2601
H -4.2017 -2.4196 0.0918
N 3.0788 4.6172 2.6063
C 2.3209 6.1977 -1.1271
C 0.4315 -2.3175 -2.4830
C -0.5503 -0.0476 -0.5209
Sn -1.6115 -2.8655 -0.1726
H 0.2680 -2.2573 1.6887
C 4.3871 4.8674 3.0045
C 5.5537 2.7184 -0.7134
C 1.0315 -3.4047 -1.5585
H 0.7364 -4.3898 -1.9358
N 3.6547 3.4901 0.1963
N -1.9891 -4.3507 1.2894
H -3.1260 -6.6941 2.4440
H -3.8535 -2.6735 -1.6360
H -4.4398 -5.1696 2.5641
C -1.0189 -1.9931 -2.1660
H -0.1677 -8.4634 -2.2198
C 4.6255 1.6362 -0.6220
H 1.1175 8.6331 -1.9271
H 1.1676 4.7522 3.5766
C 4.9448 3.8394 -0.2071
H 1.0320 -1.4048 -2.4366
H -1.1630 0.3788 0.2807
C 0.6778 -0.7478 0.1103
C -3.4906 -9.1968 1.6688
C -4.0552 -4.1590 2.7372
H -1.8091 -5.7729 3.7439
H -1.7589 -2.4097 -2.8454
H -0.2175 0.7991 -1.1407
H 6.5567 2.6775 -1.1161
H 5.2082 4.7227 2.3203
H -1.2766 -2.1395 3.0241
H -3.9121 -8.8466 2.6346
C -0.9394 -7.6746 -2.3439
H -4.5845 -3.5187 2.0069
C -3.6331 -3.0303 -0.6217
H 0.5613 3.1609 -5.4580
H 1.5056 -0.7810 -0.6033
C 0.3361 4.0274 -3.4589
H 2.9652 5.5878 -1.7667
H -4.3332 -9.5576 1.0394
H 2.3092 6.8608 0.9272
H 2.5339 1.6586 0.1803
H -3.9783 -4.0648 -0.5257
C -2.5153 -3.9426 2.6340
H 0.4919 -2.6720 -3.5173
C -2.1996 -8.3707 -0.3009
C 3.0041 5.2817 4.7505
H 4.7868 0.6161 -0.9411
C -1.5544 -7.3618 -1.0094
H -2.9350 8.9079 -0.3799
H -2.8002 -10.0420 1.8666
C -2.3317 -2.4273 2.9346
H -2.8382 -1.7814 2.1894
C -1.4934 -6.0682 -0.4745
H 1.2616 5.6976 -6.1558
H 5.2354 5.5058 4.9197
H -0.9006 10.3628 -1.4557
H -2.4712 -0.6324 -1.4285
H -2.0346 6.3399 -0.2586
H -2.1122 -4.3579 4.7594
C -1.5479 7.2338 -0.6207
C -1.9716 8.5356 -0.6991
C 0.5689 -3.3173 -0.1210
C 0.3771 -2.1506 0.6120
C -2.7653 -8.0985 0.9417
C 2.2348 4.8799 3.6850
H -2.7724 -2.1720 3.9240
C -1.7416 -4.6757 3.7604
C 0.6263 4.0179 -4.8021
H 2.6380 5.5374 5.7349
H -1.0063 -5.3393 -1.0782
```

Record 4
The following is a DFT calculation (wB97M-V/def2-TZVPD) of a cluster of 2 separate species, C3H10NP2 in total in a non-equilibrium geometry.

Values from the calculation:
- HOMO level (eV) = -13.17
- ΔE to the lowest compared entry with this formula, charge and spin (kJ/mol) = 169.66
- net charge = +1

```
16
C3H10NP2 (wB97M-V/def2-TZVPD)
N -0.9357 1.0734 0.9738
C 1.4524 -0.0352 1.0585
H -1.5628 -1.8569 -0.5045
H 1.1055 -0.2852 2.0969
C 0.2640 0.3438 -2.2899
H 1.9544 0.9007 1.1513
H 0.1639 -2.3382 -0.1869
H 0.5607 1.3659 -1.9575
C -0.7386 -1.8260 0.1432
H 0.9827 -0.4093 -2.6240
H -1.1578 -2.0647 1.1844
P -0.1188 -0.0794 0.1716
P -1.7886 2.4035 0.8283
H -1.6131 2.9702 2.1829
H -0.7000 0.4970 -2.8164
H 2.1318 -0.6595 0.5884
```